The following is a DFT calculation (wB97M-V/def2-TZVPD) of C2H5N3O in the gas phase at a distorted geometry.

Values from the calculation:
HOMO energy   -8.76 eV
Relative energy (zero: lowest compared OMol25 entry of this formula, charge and spin)   5.067 eV
Structure (SMILES)   [H]/N=N/N=C/CO

```
11
C2H5N3O wB97M-V/def2-TZVPD
H 3.641 -0.391 -0.577
N 2.904 -0.534 0.123
N 1.889 -0.016 -0.406
N 0.804 0.220 0.063
C -0.276 0.846 0.199
C -1.540 0.115 -0.139
O -1.499 -1.349 0.021
H -0.336 1.871 0.547
H -2.354 0.670 0.315
H -1.736 0.204 -1.195
H -1.498 -1.635 1.049
```

Atom charges from the Mulliken analysis, given in e for atoms 1 to 6: 0.26, -0.61, -0.07, 0.31, -0.18, -0.46

---

The following is a DFT calculation (wB97M-V/def2-TZVPD) of 8 unconnected molecules or ions with the total composition C42H60N6O8P2 at a distorted geometry.

Values from the calculation:
HOMO energy   -9.25 eV
Structure (SMILES)   CCOP(=O)(OCC)OCC.CCOP(=O)(OCC)OCC.c1ccncc1.c1ccncc1.c1ccncc1.c1ccncc1.c1ccncc1.c1ccncc1

```
118
C42H60N6O8P2 wB97M-V/def2-TZVPD
C -7.465 -13.698 19.325
C -7.831 -13.989 20.790
O -9.191 -14.483 20.788
P -9.920 -14.581 22.257
O -9.918 -13.388 23.128
O -11.385 -15.042 21.824
C -11.527 -16.268 21.030
C -11.968 -15.833 19.657
O -9.155 -15.797 23.007
C -8.871 -15.835 24.431
C -9.277 -17.175 25.036
H -8.035 -12.858 18.950
H -6.405 -13.301 19.458
H -7.555 -14.535 18.698
H -7.235 -14.766 21.225
H -7.784 -13.046 21.367
H -10.641 -16.880 20.873
H -12.401 -16.835 21.458
H -12.151 -16.721 19.072
H -12.885 -15.225 19.637
H -11.197 -15.162 19.251
H -7.779 -15.661 24.553
H -9.351 -15.009 24.902
H -9.106 -16.980 26.102
H -10.349 -17.461 24.846
H -8.633 -17.982 24.692
C -15.986 -19.255 9.860
C -14.775 -19.226 10.880
O -14.009 -18.032 10.797
P -12.711 -17.659 11.631
O -13.022 -17.424 13.030
O -11.548 -18.745 11.324
C -11.242 -19.901 12.187
C -10.438 -19.679 13.499
O -12.450 -16.332 10.844
C -11.569 -15.284 11.423
C -12.456 -14.040 11.729
H -16.522 -20.194 9.913
H -16.756 -18.489 9.984
H -15.642 -19.138 8.836
H -15.147 -19.185 11.882
H -14.090 -20.045 10.721
H -12.170 -20.412 12.497
H -10.818 -20.629 11.441
H -11.084 -19.197 14.272
H -10.170 -20.719 13.797
H -9.448 -19.192 13.533
H -11.096 -15.618 12.347
H -10.974 -15.138 10.566
H -13.172 -14.308 12.537
H -11.828 -13.146 12.004
H -12.888 -13.812 10.767
C -6.530 -9.198 18.856
C -7.790 -9.676 18.509
C -7.902 -10.259 17.255
N -6.830 -10.606 16.549
C -5.646 -10.233 16.914
C -5.453 -9.546 18.032
H -6.382 -8.672 19.849
H -8.740 -9.606 19.119
H -8.900 -10.628 16.923
H -4.820 -10.599 16.336
H -4.505 -9.055 18.258
C -15.973 -14.688 15.841
C -16.278 -13.413 15.388
C -16.598 -12.434 16.333
N -16.667 -12.660 17.649
C -16.260 -13.814 18.100
C -15.870 -14.858 17.235
H -15.616 -15.574 15.289
H -16.374 -13.268 14.335
H -16.803 -11.399 16.176
H -16.281 -14.043 19.217
H -15.632 -15.808 17.724
C -13.728 -11.464 19.350
C -12.963 -11.923 20.416
C -11.618 -11.626 20.519
N -11.024 -10.849 19.618
C -11.727 -10.400 18.530
C -13.156 -10.706 18.347
H -14.754 -11.780 19.328
H -13.248 -12.525 21.237
H -10.995 -11.961 21.342
H -11.248 -9.687 17.903
H -13.711 -10.318 17.527
C -6.539 -15.184 15.529
C -6.775 -16.333 16.296
C -7.058 -17.504 15.571
N -7.067 -17.540 14.219
C -6.856 -16.387 13.561
C -6.555 -15.206 14.123
H -6.288 -14.295 16.111
H -7.040 -16.223 17.359
H -7.332 -18.416 15.988
H -7.007 -16.468 12.451
H -6.494 -14.307 13.548
C -11.035 -13.462 16.813
C -9.929 -13.688 16.043
C -10.068 -14.544 14.924
N -11.195 -15.146 14.579
C -12.258 -14.993 15.360
C -12.275 -14.099 16.470
H -10.985 -12.753 17.645
H -9.034 -13.183 16.256
H -9.130 -14.861 14.429
H -13.193 -15.543 15.069
H -13.194 -13.913 16.948
C -10.072 -19.572 17.260
C -9.407 -20.020 18.382
C -8.925 -19.018 19.225
N -9.024 -17.698 19.024
C -9.581 -17.339 17.904
C -10.136 -18.231 17.028
H -10.463 -20.273 16.503
H -9.278 -21.020 18.686
H -8.351 -19.298 20.104
H -9.674 -16.239 17.735
H -10.561 -17.856 16.109
```

Atom charges from the Mulliken analysis, given in e for atoms 1 to 6: 0.12, -0.64, 0.59, 0.47, -0.84, -0.36

---

The following is a DFT calculation (wB97M-V/def2-TZVPD) of a molecular structure, C47H53BrCsN2O2P2S3 at a distorted geometry.

Values from the calculation:
Charge   -2
HOMO energy (alpha / beta)   0.68 / -1.87 eV
Relative energy (zero: lowest compared OMol25 entry of this formula, charge and spin)   0.437 eV
2S+1   2

```
111
C47H53BrCsN2O2P2S3 wB97M-V/def2-TZVPD
Cs 1.093 -1.078 1.020
Br -2.334 4.783 5.801
C -1.518 3.625 4.498
C -2.315 2.724 3.801
C -1.720 1.912 2.861
C -0.325 1.955 2.544
O 0.160 1.225 1.624
C 0.469 2.871 3.335
C 1.907 2.965 3.227
N 2.648 2.279 2.428
C 4.006 2.460 2.377
C 4.655 3.654 2.761
C 6.027 3.801 2.662
C 6.821 2.765 2.183
C 6.224 1.563 1.747
C 6.975 0.488 1.219
C 6.326 -0.660 0.795
C 4.941 -0.713 0.894
N 4.193 0.269 1.391
C 4.800 1.398 1.820
C -0.160 3.689 4.283
H -3.377 2.665 4.000
H -2.319 1.186 2.322
H 2.365 3.660 3.950
H 4.061 4.497 3.096
H 6.486 4.741 2.954
H 7.899 2.870 2.120
H 8.055 0.581 1.153
H 6.875 -1.503 0.389
H 4.407 -1.595 0.559
H 0.444 4.380 4.860
S -2.587 -4.849 -0.534
P -2.540 -4.289 1.356
S -1.098 -3.135 2.065
C -4.165 -3.522 1.780
C -5.337 -4.099 1.298
C -6.569 -3.546 1.610
C -6.638 -2.410 2.409
C -5.474 -1.831 2.889
C -4.239 -2.383 2.573
C -2.614 -5.770 2.458
C -2.707 -5.586 3.837
C -2.698 -6.677 4.690
C -2.587 -7.963 4.173
C -2.497 -8.151 2.803
C -2.514 -7.056 1.947
H -5.266 -4.975 0.664
H -7.478 -3.990 1.222
H -7.602 -1.979 2.656
H -5.525 -0.941 3.506
H -3.317 -1.934 2.924
H -2.771 -4.579 4.230
H -2.761 -6.528 5.761
H -2.569 -8.816 4.842
H -2.407 -9.153 2.398
H -2.447 -7.182 0.873
S 4.313 -4.745 -0.230
C 3.476 -3.755 0.607
O 1.114 -0.539 -1.439
P 0.378 0.660 -1.918
C 0.094 0.512 -3.747
C -0.562 -0.859 -4.034
C -0.134 -1.441 -5.392
C 0.086 -0.320 -6.403
C 1.291 0.536 -5.983
C 1.450 0.594 -4.455
C -1.231 0.883 -1.074
C -2.025 -0.427 -0.934
C -3.399 -0.108 -0.354
C -4.233 0.727 -1.346
C -3.348 1.514 -2.322
C -2.098 2.039 -1.619
C 1.296 2.219 -1.561
C 1.009 3.419 -2.498
C 2.294 4.083 -3.000
C 3.227 4.431 -1.842
C 3.504 3.208 -0.935
C 2.798 1.940 -1.415
H -0.551 1.323 -4.101
H -1.648 -0.753 -4.023
H -0.286 -1.559 -3.243
H -0.899 -2.135 -5.745
H 0.792 -2.013 -5.282
H -0.817 0.297 -6.442
H 0.242 -0.725 -7.406
H 1.177 1.547 -6.385
H 2.205 0.126 -6.421
H 1.972 1.511 -4.181
H 2.059 -0.241 -4.100
H -0.889 1.144 -0.062
H -1.487 -1.110 -0.275
H -2.159 -0.940 -1.888
H -3.259 0.447 0.576
H -3.924 -1.030 -0.103
H -4.867 1.423 -0.790
H -4.901 0.072 -1.913
H -3.914 2.343 -2.755
H -3.044 0.866 -3.151
H -2.406 2.682 -0.788
H -1.525 2.668 -2.305
H 0.944 2.447 -0.547
H 0.423 4.167 -1.956
H 0.414 3.119 -3.365
H 2.035 4.986 -3.562
H 2.810 3.416 -3.696
H 2.766 5.230 -1.254
H 4.162 4.833 -2.242
H 3.157 3.411 0.078
H 4.576 3.018 -0.860
H 2.944 1.157 -0.671
H 3.236 1.584 -2.352
```

Atom charges from the Mulliken analysis, given in e for atoms 1 to 6: 1.86, -0.32, -0.17, -0.51, -0.55, -0.98